Molecular formula: C19H27FN4O
Method: DFT, ωB97M-V/def2-TZVPD

```
52
Properties=species:S:1:pos:R:3:forces:R:3
C 3.4603 1.3594 -0.2447 -0.026 0.024 0.001
N 2.2610 0.7267 0.2592 -0.006 -0.067 0.023
C 1.6816 1.4458 1.3803 -0.069 0.256 0.063
C 1.0011 2.7533 0.9812 -0.102 -0.316 -0.088
C -0.1841 2.5114 0.0497 0.114 0.135 0.039
N -1.1649 1.5926 0.5988 -0.039 0.055 -0.049
C -2.1492 1.2137 -0.3985 -0.202 -0.273 0.140
C -3.0557 0.1263 0.1751 0.149 0.048 -0.359
O -3.7014 0.5562 1.3542 -0.184 0.082 0.031
C -2.7590 0.9775 2.3086 0.165 0.285 0.195
C -1.8620 2.0919 1.7694 -0.138 -0.300 0.098
H -1.1423 2.3674 2.5405 -0.018 0.035 0.044
H -2.4819 2.9760 1.5291 0.064 -0.011 0.032
H -3.3306 1.3210 3.1732 0.089 -0.022 -0.011
H -2.1205 0.1296 2.6038 -0.011 0.051 0.020
H -3.8508 -0.1266 -0.5288 0.080 -0.030 -0.017
H -2.4523 -0.7684 0.3818 -0.052 0.055 -0.054
H -1.6290 0.8291 -1.2770 -0.031 0.027 -0.024
H -2.7676 2.0796 -0.7019 0.051 -0.042 -0.023
H 0.1975 2.0502 -0.8643 -0.043 0.078 -0.042
H -0.6440 3.4829 -0.2133 0.011 -0.078 -0.041
H 1.7029 3.4152 0.4727 0.002 0.097 0.053
H 0.6787 3.2649 1.8899 0.059 0.079 0.000
H 0.9181 0.7999 1.8178 0.060 0.029 0.062
H 2.4471 1.6563 2.1528 -0.027 -0.094 -0.040
C 2.5137 -0.6640 0.6245 -0.046 -0.011 -0.026
C 1.2465 -1.4514 0.6600 -0.061 -0.179 0.236
C 0.5959 -1.8899 1.7945 0.179 0.010 -0.300
N -0.5352 -2.5090 1.4039 0.449 0.289 0.005
N -0.6705 -2.4849 0.0873 -0.273 -0.266 -0.639
C 0.3979 -1.8577 -0.3991 0.063 -0.133 0.777
C 0.4921 -1.6588 -1.8424 0.108 0.012 -0.347
C 1.6662 -1.7579 -2.5824 -0.197 0.010 -0.105
C 1.7046 -1.5377 -3.9466 0.092 0.000 0.074
C 0.5369 -1.2287 -4.6191 0.016 -0.026 0.055
C -0.6584 -1.1740 -3.9207 -0.130 0.019 -0.083
C -0.6772 -1.3913 -2.5572 0.164 0.011 -0.086
H -1.6067 -1.3703 -2.0109 -0.084 0.028 0.067
H -1.5795 -0.9618 -4.4427 -0.078 0.021 -0.034
H 0.5595 -1.0511 -5.6835 0.009 0.010 -0.085
H 2.6470 -1.6259 -4.4649 0.098 -0.015 -0.015
F 2.8242 -2.1313 -1.9887 -0.135 0.072 0.059
C -1.5292 -3.1341 2.2270 -0.379 -0.129 0.281
H -2.2116 -3.6728 1.5726 0.067 0.027 0.049
H -2.0936 -2.3885 2.7931 0.013 -0.045 -0.043
H -1.0634 -3.8317 2.9245 -0.024 0.016 -0.057
H 0.8688 -1.8131 2.8287 0.058 0.031 0.222
H 3.1941 -1.0896 -0.1109 0.001 0.031 0.088
H 3.0051 -0.7371 1.6124 0.034 0.025 -0.084
H 3.2277 2.3656 -0.5872 0.084 0.056 -0.032
H 3.8332 0.7908 -1.0952 0.057 0.016 -0.042
H 4.2588 1.4241 0.5135 0.020 0.016 0.011
```
Forces are in eV/Å.

## Properties
LUMO: 0.83 eV
Strongest force on any atom: 0.79 eV Å⁻¹
ΔE to the lowest compared entry with this formula, charge and spin: 1.4501 eV
Spin multiplicity: 1
Total energy: -1134.29684 a.u.
Total charge: 0

***

Molecular formula: C19H27GeIrN6Se
Method: DFT, ωB97M-V/def2-TZVPD

```
55
Properties=species:S:1:pos:R:3:forces:R:3
Ir 0.7803 0.5281 -0.5222 1.528 -1.453 2.347
N -1.8179 -1.3993 -0.1908 -0.208 0.157 -0.157
C -0.9416 -1.9041 -1.0486 0.398 0.004 0.120
N -1.2359 -3.0386 -1.6516 -0.049 0.070 0.028
C -0.3192 -3.5505 -2.4681 0.166 -0.124 -0.124
N -0.5822 -4.6774 -3.0989 -0.057 -0.029 0.026
N 0.9067 -2.9859 -2.7184 -0.079 0.035 0.073
C 1.1147 -1.8668 -2.1173 -0.191 0.268 0.001
N 0.2614 -1.2493 -1.2431 -0.820 -0.201 -0.375
C 2.3305 -1.0853 -2.3784 0.221 0.249 0.032
C 3.3194 -1.4693 -3.2545 -0.025 0.022 0.101
C 4.3771 -0.5945 -3.4724 0.041 -0.086 -0.093
C 4.4073 0.6175 -2.8080 0.090 0.120 0.079
C 3.3853 0.9389 -1.9334 0.001 -0.223 0.181
N 2.3695 0.0957 -1.7147 -0.330 0.170 -1.153
H -2.6995 -1.8770 -0.0855 0.027 -0.028 0.027
H -1.6542 -0.5411 0.3101 0.089 -0.049 -0.047
H -1.4685 -5.1350 -2.9570 0.006 -0.006 -0.014
H 0.0965 -5.0764 -3.7263 0.006 0.003 0.011
H 3.2431 -2.4225 -3.7576 -0.016 -0.003 0.011
H 5.1656 -0.8584 -4.1641 0.007 0.004 0.010
H 5.2150 1.3196 -2.9577 -0.002 0.002 -0.002
H 3.3778 1.8638 -1.3725 -0.007 0.022 -0.049
C -2.6212 -0.1643 3.0738 -0.060 -0.034 -0.025
Ge -0.9431 -0.8778 3.7586 0.001 -0.004 0.097
C -0.2922 -2.3539 2.6721 0.053 -0.089 -0.060
C -0.9967 -1.2468 5.6555 -0.042 -0.084 0.084
C 0.4455 0.5360 3.5525 0.161 -0.070 -0.266
Se 0.5145 1.3822 1.7893 -0.632 0.828 -0.730
C -0.7196 2.8722 2.0281 -0.009 -0.092 0.079
H -3.4067 -0.9179 3.1400 0.021 -0.014 0.005
H -2.5322 0.1322 2.0273 -0.064 0.125 0.035
H -2.9492 0.6984 3.6534 -0.001 0.011 -0.018
H -0.9776 -3.2011 2.7067 -0.016 0.017 0.000
H 0.6781 -2.6952 3.0336 -0.004 0.007 0.012
H -0.1925 -2.0477 1.6287 0.074 -0.044 0.090
H -1.7168 -2.0360 5.8720 -0.002 0.005 -0.018
H -1.2953 -0.3563 6.2080 0.021 -0.004 0.010
H -0.0209 -1.5751 6.0122 -0.002 0.024 0.011
H 1.4463 0.1338 3.7063 -0.009 -0.017 0.033
H 0.3216 1.3933 4.2142 -0.024 0.001 0.004
H -1.5652 2.5232 2.6140 -0.012 0.006 -0.011
H -1.0451 3.1963 1.0429 0.045 -0.027 -0.021
H -0.1895 3.6693 2.5410 0.006 -0.015 0.019
C -1.6113 4.1327 -2.3836 -0.065 0.035 -0.007
C -0.2362 4.1736 -2.2307 0.179 -0.027 0.009
C 0.4507 3.0694 -1.7271 -0.413 0.077 0.014
C -0.2855 1.9464 -1.3589 -0.082 0.259 -0.322
C -1.6634 1.8776 -1.5163 0.163 0.291 -0.059
C -2.3189 2.9921 -2.0325 -0.063 -0.091 -0.006
H -2.1338 4.9880 -2.7890 -0.004 0.002 0.015
H 0.3189 5.0579 -2.5151 -0.008 -0.001 -0.004
H 1.5280 3.1130 -1.6225 -0.012 0.025 0.002
H -2.2294 0.9928 -1.2590 0.002 -0.023 0.003
H -3.3926 2.9593 -2.1645 0.003 0.002 -0.006
```
Forces are in eV/Å.

## Properties
LUMO: -7.36 eV
Strongest force on any atom: 3.15 eV Å⁻¹
ΔE to the lowest compared entry with this formula, charge and spin: 0.7805 eV
Spin multiplicity: 1
Total energy: -5650.91733 a.u.
Total charge: +2

***

Q: Which formula does entry 2 have?
A: C19H27GeIrN6Se